No. 1
{
  "formula": "C3H5N3",
  "method": "ωB97M-V with the def2-TZVPD basis set",
  "gap_ev": 10.85,
  "homo_energy_ev": -10.7,
  "largest_force_ha_per_bohr": 0.044,
  "relative_energy_kj_mol": 259.5,
  "total_charge": 0,
  "species": ["H", "N", "C", "C", "N", "N", "C", "H", "H", "H", "H"],
  "positions_angstrom": [[-0.279, -1.477, -2.013], [0.573, -1.002, -1.711], [0.183, -0.245, -0.802], [-1.560, -0.587, -0.498], [-2.307, -1.143, -1.201], [0.765, 0.710, -0.027], [0.459, 0.537, 1.386], [0.637, 1.651, -0.390], [-0.618, 0.333, 1.503], [0.752, 1.430, 1.940], [1.022, -0.322, 1.763]],
  "atomic_forces_ev_per_a": [[0.6541, -0.3472, -0.4127], [-0.2593, 0.6566, 0.4506], [-1.6492, -0.4642, 0.0508], [1.4029, -0.3980, -1.7191], [-0.0824, 0.7617, 1.3882], [-0.0921, -0.1546, -0.0681], [0.0112, 0.0410, 0.1123], [0.0431, -0.2708, 0.0719], [0.1763, 0.1318, 0.1909], [-0.0730, -0.1273, -0.0758], [-0.1315, 0.1709, 0.0110]]
}

***

No. 2
{
  "formula": "C3H5N3",
  "method": "ωB97M-V with the def2-TZVPD basis set",
  "gap_ev": 10.48,
  "homo_energy_ev": -9.6,
  "largest_force_ha_per_bohr": 0.012,
  "relative_energy_kj_mol": 114.0,
  "total_charge": 0,
  "species": ["C", "C", "C", "N", "N", "N", "H", "H", "H", "H", "H"],
  "positions_angstrom": [[1.296, 0.797, -0.872], [0.151, 0.114, -0.154], [-0.113, -1.001, 0.618], [-1.448, -0.877, 0.920], [-1.961, 0.234, 0.398], [-1.024, 0.822, -0.254], [1.028, 0.896, -1.929], [2.302, 0.372, -0.816], [1.346, 1.821, -0.484], [0.454, -1.864, 0.952], [-2.032, -1.315, 1.621]],
  "atomic_forces_ev_per_a": [[-0.0370, -0.0498, 0.0134], [-0.2327, 0.1644, -0.0342], [-0.1832, 0.2630, -0.0859], [0.1966, 0.2102, 0.1341], [0.1212, 0.0323, -0.0109], [0.0019, -0.0822, 0.0181], [0.0761, -0.0986, 0.1566], [-0.3705, -0.2783, 0.2362], [0.0535, -0.2054, -0.0393], [-0.0467, 0.4052, -0.1289], [0.4207, -0.3609, -0.2593]]
}

***

No. 3
{
  "formula": "C3H5N3O",
  "method": "ωB97M-V with the def2-TZVPD basis set",
  "gap_ev": 8.57,
  "homo_energy_ev": -7.8,
  "largest_force_ha_per_bohr": 0.049,
  "relative_energy_kj_mol": 164.5,
  "total_charge": 0,
  "species": ["N", "C", "N", "C", "O", "C", "N", "H", "H", "H", "H", "H"],
  "positions_angstrom": [[-1.986, -0.776, 0.985], [-0.729, -0.395, 0.481], [0.418, -0.999, 0.540], [1.326, -0.182, -0.128], [2.463, -0.629, -0.738], [0.760, 0.970, -0.541], [-0.572, 0.924, -0.228], [-2.459, -1.589, 0.584], [-2.546, 0.038, 0.802], [3.150, -0.920, -0.133], [1.234, 1.771, -1.089], [-1.059, 1.787, -0.534]],
  "atomic_forces_ev_per_a": [[0.3816, 0.6670, -0.2978], [0.1610, 2.1372, -1.2868], [-0.3371, 0.4145, -0.5963], [-0.4162, -0.2043, -0.7200], [0.4749, -0.2167, 0.4204], [0.5024, -0.2661, 0.0803], [0.2057, -1.0739, 0.7868], [0.7801, 0.2253, 0.0040], [-0.7438, -0.0194, 0.3133], [-0.1315, -0.0840, 0.3152], [-0.2377, -0.0353, 0.0064], [-0.6395, -1.5444, 0.9745]]
}